The following is a DFT calculation (the ωB97M-V functional and the def2-TZVPD basis) of C44H49BrCl2KN11O3STe as an isolated structure.

ΔE to the lowest compared entry with this formula, charge and spin ... 75.8 kJ/mol
Electronic energy ... -198498.507 eV
E_LUMO ... 3.725 eV

The geometry in ORCA input format:
```
! RIJCOSX wB97M-V def2-TZVPD def2/J DEFGRID3
* xyz -2 1
Te -1.695 -3.680 1.166
Br -1.234 -4.285 -2.555
K -0.175 -0.493 0.615
Cl -6.413 -1.413 0.488
Cl -4.263 -2.800 -1.000
S -1.301 1.251 -2.553
O -4.036 2.933 2.085
O 2.141 -1.292 1.290
O -1.839 1.238 1.528
N 2.437 0.955 1.941
N 2.154 2.137 -1.082
N 2.926 -4.288 1.056
N 1.456 0.027 -1.595
N 1.070 1.239 2.060
N 3.386 0.898 -2.678
N 2.886 -4.220 -0.251
N -2.223 0.342 -1.674
N 1.858 -4.757 1.621
N 4.032 -3.897 1.807
N 1.023 -5.017 0.637
C -3.021 3.468 4.135
C -0.835 2.725 4.707
C 6.927 -0.354 0.229
C 5.197 0.650 1.579
C 2.786 -0.217 1.456
C -3.179 -5.789 5.612
C 1.657 -4.682 -0.493
C -3.503 1.392 -5.980
C 2.345 -1.095 -3.621
C -1.964 3.445 5.046
C -0.828 1.226 -5.250
C -4.396 -5.222 5.272
C 4.210 3.071 -1.933
C -4.805 -1.294 -0.293
C -1.182 1.227 -6.595
C -1.835 1.950 2.585
C -2.516 1.310 -6.958
C -4.459 -4.265 4.262
C -3.152 1.394 -4.641
C -0.723 2.027 3.501
C 2.330 0.936 -1.763
C -4.707 1.745 1.682
C -3.308 -3.872 3.599
C 4.250 -0.227 1.051
C -1.433 4.024 -3.052
C -1.652 2.981 -2.160
C -2.413 4.530 -0.497
C 4.663 -1.158 0.100
C 1.504 -1.211 -2.357
C 5.989 -1.223 -0.310
C -2.127 3.223 -0.878
C -2.217 5.576 -1.386
C 4.582 1.672 -2.383
C -2.966 2.762 2.955
C -1.722 5.322 -2.661
C -2.018 -5.393 4.953
C -0.897 -3.966 3.151
C 6.522 0.585 1.173
C 3.650 -0.394 -3.293
C 0.611 1.465 3.224
C -2.072 -4.432 3.955
C -3.278 -2.918 2.440
C 3.301 2.955 -0.724
C -1.814 1.315 -4.283
H -3.911 1.454 -3.870
H -4.887 -0.545 -1.070
H -4.237 -2.860 1.930
H -5.413 -3.836 3.975
H 6.285 -1.955 -1.053
H 5.111 3.636 -1.684
H 3.683 3.588 -2.740
H -3.918 4.046 4.330
H 2.934 3.933 -0.411
H -2.445 6.592 -1.089
H 5.190 1.697 -3.293
H 0.211 1.156 -4.946
H 3.640 -3.662 2.714
H -1.066 -5.846 5.205
H 7.249 1.268 1.599
H 2.537 -2.083 -4.042
H 4.242 -0.211 -4.195
H 1.901 -2.002 -1.711
H 1.257 1.332 4.100
H -1.041 3.830 -4.043
H -3.993 1.020 1.298
H -5.302 -5.534 5.779
H 1.807 -0.512 -4.375
H -4.546 1.449 -6.266
H -0.571 -2.980 3.493
H 3.913 -1.823 -0.318
H 5.183 1.183 -1.601
H -0.048 -4.641 3.164
H 4.254 -1.027 -2.629
H -0.414 1.148 -7.354
H -3.130 -6.552 6.381
H 4.868 1.378 2.308
H 3.849 2.521 0.121
H -5.415 2.037 0.904
H 7.963 -0.402 -0.085
H -2.789 4.704 0.504
H -5.264 1.314 2.522
H -2.795 1.299 -8.004
H -4.097 -0.987 0.469
H -2.028 3.982 5.984
H 1.513 1.997 -0.308
H -2.987 -1.915 2.770
H -2.246 2.406 -0.170
H 1.184 -4.742 -1.463
H 4.333 -3.015 1.397
H 0.483 -1.512 -2.605
H -1.567 6.139 -3.357
H 0.021 2.719 5.376
H -3.188 0.674 -1.701
*
```

Results of the Löwdin charge analysis, in e, for atoms 1 through 99: 1.200 -0.573 0.587 0.482 0.512 0.993 -0.133 -0.163 -0.199 0.034 0.080 -0.296 0.024 -0.070 -0.044 0.122 -0.308 0.050 0.135 -0.026 -0.053 -0.101 -0.122 -0.055 -0.555 -0.116 -0.242 -0.083 -0.149 -0.143 -0.086 -0.115 -0.170 -1.038 -0.084 -0.333 -0.098 -0.048 -0.070 -0.136 -0.396 -0.092 -0.301 -0.144 -0.087 -0.350 -0.055 -0.085 -0.219 -0.104 -0.056 -0.098 -0.174 -0.229 -0.102 -0.051 -0.421 -0.104 -0.172 -0.121 -0.305 -0.431 -0.199 -0.385 0.111 0.007 0.012 0.107 0.101 0.107 0.111 0.103 0.115 0.093 0.115 0.099 0.092 0.105 0.090 0.114 0.114 0.093 0.112 0.102 0.052 0.087 0.096 0.099 0.064 0.084 0.110 0.024 0.108 0.099 0.087 0.101 0.094 0.085 0.088

***

The following is a DFT calculation (the ωB97M-V functional and the def2-TZVPD basis) of a 8-piece molecular cluster, C44H49N8O overall.

Electronic energy ... -60383.598 eV
E_LUMO ... -3.845 eV

The geometry in ORCA input format:
```
! RIJCOSX wB97M-V def2-TZVPD def2/J DEFGRID3
* xyz 1 1
O -3.135 -0.494 11.467
N 5.772 0.892 -7.458
N 5.774 2.239 -11.828
N -6.564 -0.885 8.829
N -1.909 -0.533 4.989
N -2.893 3.233 0.569
N 2.822 -5.444 2.364
N -0.568 -0.377 -6.695
N 1.156 0.814 0.019
C 1.606 -2.083 -7.047
C 5.309 1.948 -13.043
C 6.935 0.247 -13.390
C 1.781 -0.824 -6.495
C 0.332 -2.479 -7.420
C 1.256 -0.054 -2.217
C -2.262 -0.941 9.269
C -2.520 -1.239 7.778
C -3.971 2.884 -0.138
C 5.848 0.967 -13.860
C -1.712 0.124 3.827
C 1.791 0.163 -0.957
C 2.234 -4.953 3.453
C -1.153 -1.621 7.109
C -2.755 4.528 0.862
C -3.659 5.505 0.478
C 1.594 -2.946 2.346
C -0.448 0.386 3.417
C 5.595 2.121 -7.948
C -0.695 1.108 -1.484
C -0.715 -1.591 -7.225
C -8.218 -2.592 9.160
C -4.768 5.121 -0.256
C 0.636 -0.036 4.203
C -0.014 0.430 -2.481
C 7.435 0.535 -12.131
C 2.202 -3.437 1.204
C 6.357 1.898 -5.356
C -0.071 1.275 -0.259
C 5.780 3.281 -7.211
C -8.724 -0.328 9.713
C 0.401 -0.680 5.408
C 6.148 0.802 -6.179
C -4.931 3.783 -0.574
C 1.606 -3.717 3.497
C -9.116 -1.654 9.641
C -6.962 -2.158 8.771
C -0.916 -0.916 5.779
C 0.666 -0.016 -6.341
C 6.168 3.163 -5.888
C -3.535 -0.777 10.106
C 2.798 -4.688 1.266
C -7.445 0.002 9.295
C 6.819 1.534 -11.395
H 0.153 -3.453 -7.854
H -1.689 1.500 -1.651
H 2.761 -0.478 -6.191
H 2.213 -2.865 0.285
H -4.059 1.826 -0.362
H -2.417 0.145 11.390
H 7.173 1.794 -10.403
H 2.782 -0.201 -0.705
H -10.108 -1.953 9.957
H -6.225 -2.859 8.391
H 5.624 4.251 -7.665
H 7.386 -0.527 -13.998
H 1.662 0.134 3.881
H 5.288 2.165 -8.988
H -3.496 6.540 0.747
H 3.284 -5.116 0.396
H -1.011 -2.706 7.027
H -7.097 1.029 9.330
H 5.427 0.772 -14.837
H 0.753 0.977 -5.911
H 1.819 -0.588 -2.971
H 1.200 -1.025 6.058
H -1.870 4.783 1.435
H -0.374 -1.231 7.780
H 6.660 1.763 -4.327
H 4.459 2.539 -13.369
H -2.852 -0.294 7.317
H -2.870 -0.731 5.255
H -5.783 3.443 -1.146
H 2.272 -5.591 4.330
H 8.282 -0.004 -11.728
H -1.614 -0.060 9.393
H -8.486 -3.638 9.088
H 1.115 -1.974 2.338
H -3.264 -2.025 7.610
H 2.451 -2.746 -7.183
H -5.497 5.855 -0.576
H -9.395 0.435 10.084
H -0.566 1.803 0.549
H 6.287 -0.208 -5.807
H -4.179 0.055 9.791
H -4.134 -1.692 10.171
H -1.727 -1.812 9.683
H -2.541 0.455 3.205
H -0.468 0.279 -3.454
H -1.729 -1.856 -7.506
H -0.225 0.897 2.467
H 6.323 4.045 -5.279
H 1.140 -3.369 4.411
*
```

Results of the Löwdin charge analysis, in e, for atoms 1 through 99: -0.079 0.055 0.050 0.040 0.152 0.040 0.065 0.049 0.043 -0.077 -0.156 -0.081 -0.075 -0.072 -0.062 -0.194 -0.179 -0.166 -0.074 -0.009 -0.165 -0.150 -0.096 -0.154 -0.065 -0.085 -0.013 -0.158 -0.060 -0.156 -0.067 -0.068 0.002 -0.063 -0.069 -0.063 -0.081 -0.170 -0.066 -0.064 0.011 -0.168 -0.065 -0.081 -0.070 -0.164 -0.190 -0.173 -0.084 -0.257 -0.139 -0.151 -0.161 0.102 0.092 0.095 0.095 0.100 0.073 0.091 0.101 0.110 0.097 0.105 0.105 0.137 0.087 0.106 0.109 0.139 0.104 0.101 0.101 0.102 0.139 0.103 0.119 0.098 0.102 0.110 0.181 0.106 0.106 0.102 0.124 0.105 0.081 0.120 0.107 0.111 0.106 0.067 0.099 0.106 0.115 0.130 0.151 0.102 0.103

***

The following is a DFT calculation (the ωB97M-V functional and the def2-TZVPD basis) of C44H50ClN4O3P2Ru as an isolated structure.

ΔE to the lowest compared entry with this formula, charge and spin ... 0.0 kJ/mol
Electronic energy ... -92209.386 eV
E_LUMO (alpha / beta) ... -5.171 / -7.664 eV

The geometry in ORCA input format:
```
! RIJCOSX wB97M-V def2-TZVPD def2/J DEFGRID3
* xyz 2 6
Ru -0.305 1.726 1.041
Cl 3.885 -5.411 -5.285
P 2.097 1.957 0.087
P -0.290 3.987 -0.476
O -4.021 -4.918 -1.481
O -0.880 1.706 2.902
O -2.358 1.771 4.573
N -2.682 2.168 1.010
N -1.223 -0.359 0.678
N -2.153 -2.200 1.549
N -2.259 -2.213 0.202
C -1.927 7.107 -2.562
C 1.880 -1.354 2.355
C -1.209 5.957 -2.254
C -3.029 -5.497 0.687
C -2.163 5.976 -0.036
C 1.844 -0.048 1.881
C -3.023 -6.993 0.326
C -2.758 7.684 -1.616
C 1.907 0.211 0.501
C -0.252 -4.643 -0.965
C 2.012 -2.396 1.453
C 0.674 4.840 0.828
C 1.998 -0.857 -0.400
C 0.234 4.733 2.146
C -3.187 2.251 2.395
C -2.897 -4.658 -0.622
C 1.471 2.175 -1.627
C 2.075 -2.148 0.079
C 4.680 1.518 -0.742
C -1.876 -5.267 1.700
C -4.361 -5.170 1.378
C -1.517 -1.090 1.805
C 4.415 3.316 0.857
C 1.704 -5.880 -1.974
C 0.885 3.585 -1.831
C 6.588 2.792 -0.023
C 0.918 5.366 3.178
C -1.309 5.403 -0.981
C 1.787 -4.153 -4.141
C -2.882 7.115 -0.354
C -1.658 -4.956 -1.483
C 0.837 -3.989 -3.145
C 2.444 6.292 1.571
C -2.120 1.887 3.411
C 0.785 -4.843 -2.045
C 2.032 6.138 2.890
C 3.867 2.302 0.078
C 1.777 5.641 0.544
C 5.781 3.559 0.802
C 6.040 1.770 -0.792
C 2.661 -6.063 -2.966
C -1.711 -1.117 -0.302
C -3.165 -3.136 -0.503
C 2.696 -5.195 -4.041
H -3.314 8.579 -1.861
H 1.823 -1.549 3.418
H -1.691 -0.894 -1.357
H 3.786 3.901 1.514
H 1.825 -3.487 -4.992
H -4.034 1.586 2.557
H -1.814 -4.403 -2.414
H 0.347 3.610 -2.778
H -3.519 3.264 2.617
H 0.568 5.263 4.197
H -0.676 4.195 2.382
H -0.571 5.523 -3.011
H -4.149 -2.985 -0.065
H 1.818 0.774 2.593
H -5.205 -5.225 0.692
H 2.110 5.791 -0.476
H 6.673 1.167 -1.429
H -0.001 -5.275 -0.114
H -3.533 7.563 0.384
H 1.680 -6.563 -1.132
H -4.096 -5.868 -1.623
H -3.775 -7.278 -0.413
H 2.015 -0.677 -1.469
H -1.297 -6.180 1.843
H -1.695 -6.011 -1.763
H 2.081 -3.415 1.812
H 1.661 4.350 -1.874
H -0.210 -3.604 -0.623
H -2.253 5.556 0.959
H -3.252 -7.570 1.223
H -1.264 -0.781 2.806
H 2.568 6.637 3.685
H -3.214 -2.781 -1.532
H 3.374 -6.874 -2.905
H 7.653 2.981 -0.064
H 3.290 6.927 1.342
H -3.065 1.371 0.515
H 2.249 1.973 -2.364
H -1.833 7.546 -3.546
H 4.268 0.709 -1.335
H 6.211 4.346 1.407
H -4.534 -5.883 2.185
H -1.185 -4.484 1.410
H -2.897 2.997 0.469
H 0.672 1.438 -1.758
H -2.048 -7.324 -0.032
H 2.192 -2.974 -0.611
H -4.341 -4.177 1.833
H 0.115 -3.183 -3.235
H -2.273 -4.979 2.672
*
```

Results of the Löwdin charge analysis, in e, for atoms 1 through 99: 1.308 0.693 0.997 1.004 -0.016 -0.262 0.155 -0.033 -0.022 0.166 -0.067 -0.051 -0.049 -0.078 -0.488 -0.101 -0.141 -0.035 -0.045 -0.448 -0.152 -0.024 -0.422 -0.081 -0.140 -0.119 -0.428 -0.384 -0.042 -0.081 -0.038 -0.043 -0.174 -0.079 -0.025 -0.374 -0.042 -0.043 -0.364 -0.099 -0.051 -0.092 -0.054 -0.065 -0.591 -0.255 -0.049 -0.346 -0.092 -0.050 -0.049 -0.086 -0.123 -0.019 -0.669 0.120 0.126 0.148 0.090 0.107 0.140 0.123 0.086 0.137 0.121 0.070 0.097 0.139 0.103 0.092 0.108 0.119 0.104 0.118 0.120 0.098 0.089 0.113 0.087 0.130 0.125 0.084 0.087 0.096 0.099 0.121 0.119 0.139 0.113 0.120 0.121 0.080 0.098 0.119 0.106 0.118 0.095 0.038 0.065

***

The following is a DFT calculation (the ωB97M-V functional and the def2-TZVPD basis) of C44H50GeN2O7S3Ti as an isolated structure.

ΔE to the lowest compared entry with this formula, charge and spin ... 249.8 kJ/mol
Electronic energy ... -175888.434 eV
E_LUMO ... 0.089 eV

The geometry in ORCA input format:
```
! RIJCOSX wB97M-V def2-TZVPD def2/J DEFGRID3
* xyz 0 1
Ge 0.593 1.467 -2.867
Ti 1.015 -0.067 0.208
S 0.383 -3.042 2.654
S -1.828 0.346 2.291
S 0.312 -1.977 -1.771
O 0.777 -2.031 -0.305
O -0.575 -0.068 1.577
O 3.018 3.836 0.714
O 1.504 2.264 0.269
O 2.017 0.967 2.574
O 5.068 -0.159 1.432
O 3.104 -0.160 0.350
N 0.168 -1.977 5.070
N -1.504 -3.470 4.470
C 2.543 2.265 2.428
C -0.644 -1.090 5.904
C -3.388 2.840 -3.196
C 0.677 0.447 -4.547
C -1.215 -5.510 5.836
C 2.302 2.768 1.027
C -2.259 4.832 1.881
C 0.423 -5.578 -3.673
C -1.991 2.102 2.077
C 0.304 -4.728 -1.025
C -1.716 -4.073 5.790
C -0.345 -2.826 4.137
C 3.327 2.027 -2.072
C -3.320 4.210 -2.976
C 3.853 -0.124 1.399
C -2.227 2.080 -3.197
C 4.516 2.737 -1.966
C 3.594 4.475 -3.343
C 0.403 -4.220 -3.380
C 4.647 3.970 -2.592
C -0.174 0.662 -5.629
C 0.335 -3.801 -2.061
C 0.400 0.348 -1.356
C 1.665 -0.534 -4.672
C 2.248 2.529 -2.806
C -0.056 -0.086 -6.796
C 2.408 3.754 -3.453
C -1.519 -1.876 -1.848
C -2.088 4.804 -2.750
C -2.785 -0.393 -0.215
C -0.931 4.032 -2.738
C -0.069 -0.950 7.303
C -0.973 2.658 -2.973
C -2.659 2.793 3.079
C 1.792 -1.280 -5.835
C -3.204 -0.222 1.242
C -2.193 -1.780 -0.481
C 0.384 -6.509 -2.645
C -2.804 4.168 2.972
C 0.925 -1.061 -6.898
C 3.058 -0.016 2.710
C 0.328 -6.083 -1.323
C -1.577 4.129 0.897
C -1.440 2.751 0.981
H -2.055 0.365 -0.508
H -2.298 1.012 -3.378
H 2.549 -0.963 2.904
H -2.360 5.907 1.803
H -3.323 4.720 3.744
H -1.660 -1.476 5.933
H 0.407 -7.567 -2.873
H -1.153 4.648 0.049
H -3.666 -0.248 -0.846
H 0.309 -6.810 -0.520
H 2.890 4.022 -0.234
H -0.043 -1.912 7.816
H 1.034 -1.570 4.750
H -0.696 -0.108 5.422
H 0.480 -5.908 -4.702
H -4.346 2.366 -3.374
H -3.052 2.261 3.938
H 3.720 0.240 3.539
H -2.027 5.872 -2.578
H -1.717 -0.996 -2.460
H -2.780 -4.026 6.027
H -0.668 -0.256 7.894
H -2.996 -2.519 -0.426
H -1.473 -2.045 0.298
H 3.695 5.428 -3.848
H -1.799 -4.064 3.708
H 2.346 -0.718 -3.848
H 2.030 2.949 3.112
H -1.738 -6.128 5.104
H 0.020 4.514 -2.541
H 0.450 -3.482 -4.176
H -1.833 -2.766 -2.388
H 3.613 2.306 2.646
H -3.997 0.512 1.387
H 3.232 1.087 -1.541
H -0.727 0.096 -7.626
H -0.938 1.429 -5.569
H 1.607 4.156 -4.064
H 1.020 -1.643 -7.807
H -1.382 -5.941 6.824
H 2.567 -2.033 -5.911
H 5.332 2.327 -1.382
H -4.221 4.809 -2.983
H -3.528 -1.172 1.674
H 0.951 -0.565 7.265
H 5.569 4.532 -2.504
H -1.190 -3.478 6.532
H -0.148 -5.549 5.614
H 0.276 -4.385 0.002
H -0.890 2.202 0.221
*
```

Results of the Löwdin charge analysis, in e, for atoms 1 through 99: 0.894 0.828 0.726 1.041 0.977 -0.628 -0.595 0.163 0.032 -0.159 0.068 -0.118 -0.003 -0.023 -0.085 -0.254 -0.089 -0.262 -0.077 -0.449 -0.066 -0.086 -0.377 -0.066 -0.245 -0.870 -0.118 -0.098 -0.620 -0.126 -0.084 -0.096 -0.093 -0.101 -0.106 -0.347 -0.468 -0.126 -0.255 -0.095 -0.116 -0.279 -0.104 -0.229 -0.121 -0.084 -0.259 -0.092 -0.100 -0.284 -0.216 -0.094 -0.077 -0.101 -0.096 -0.078 -0.045 -0.046 0.073 0.089 0.091 0.107 0.106 0.105 0.099 0.099 0.124 0.102 0.128 0.069 0.106 0.107 0.102 0.100 0.107 0.130 0.101 0.067 0.115 0.075 0.121 0.077 0.098 0.104 0.101 0.152 0.075 0.085 0.100 0.090 0.151 0.097 0.078 0.098 0.089 0.094 0.098 0.075 0.103